*P*
The following is a quantum chemistry calculation of a gas-phase ion, C3H11N2S (charge +1), from OMol25.

Geometry as XYZ:
```
17
Properties=species:S:1:pos:R:3
N -2.0431 1.0338 1.4968
C -1.0516 -0.0523 1.1956
C -0.1567 0.2950 0.0100
N 0.0166 1.8403 -0.0358
C 1.1789 -0.3106 -0.0177
S 1.1139 -1.5178 -1.4356
H -1.8946 1.5549 2.2733
H -2.9686 0.6779 1.3534
H -0.5572 -0.3904 2.1132
H -1.6052 -0.9937 0.9485
H -0.6815 -0.0158 -0.9707
H -0.8466 2.2055 0.4277
H 0.7749 2.2903 0.4239
H -0.1396 2.1963 -0.9490
H 1.9644 0.4117 -0.2302
H 1.5578 -0.7181 0.9604
H 0.9345 -2.6445 -0.7353
```

The value obtained for the LUMO energy is -3.4 eV. The total charge is +1.


*Q*
The following is a quantum chemistry calculation of 2 unconnected molecules or ions with the total composition C3H11N2S, from OMol25.

Geometry as XYZ:
```
17
Properties=species:S:1:pos:R:3
C 1.1343 -1.2348 2.4791
C -0.3028 -1.1608 2.2687
C -0.4615 1.1161 -2.1192
N -0.7943 1.7506 -3.2470
N 0.2243 0.0444 -1.9337
S -0.6988 0.1621 1.0521
H 1.3810 -2.0657 3.1886
H 1.5179 -1.5422 1.4185
H 1.5503 -0.3236 2.9172
H -0.8349 -0.8964 3.3035
H -0.8664 -1.9536 1.6891
H -1.0295 1.5942 -1.2862
H -0.4570 1.1764 -4.0175
H -1.4011 2.5674 -3.2755
H 0.4145 -0.3497 -1.0076
H 0.7376 -0.3059 -2.7830
H -0.1137 1.4213 1.3529
```

The value obtained for the LUMO energy is -3.4 eV. The total charge is +1.


Q: Which of them is the most stable? A: *Q*.